12
Properties=species:S:1:pos:R:3:mulliken_charge:R:1 method="wB97M-V/def2-TZVPD" lumo_energy_ev=0.90
C -1.5336 -0.0646 0.3192 -1.246
C -0.2799 -0.0456 -0.5414 0.351
C 0.9424 0.7119 -0.0086 -0.483
C 1.5744 -0.6704 0.0316 0.501
O 2.6184 -1.1534 0.3452 -0.543
O 0.4699 -1.3049 -0.4587 -0.394
H -1.6702 0.8961 0.8281 0.319
H -1.4414 -0.8458 1.0812 0.333
H -2.4317 -0.2667 -0.2726 0.312
H -0.5006 0.1559 -1.5929 0.337
H 1.4265 1.4042 -0.7014 0.269
H 0.8258 1.1833 0.9703 0.243


21
Properties=species:S:1:pos:R:3:mulliken_charge:R:1 method="wB97M-V/def2-TZVPD" lumo_energy_ev=-0.34
C 0.8022 -3.3715 -0.7084 -0.347
C 0.7741 -2.7192 0.4850 -0.329
C -0.5627 -1.7375 -0.9765 -0.067
C -3.2006 1.9230 -0.1991 -0.745
C -2.1366 1.1516 -0.3953 0.044
C 2.0173 2.3735 -0.0125 -0.284
C 2.6572 1.7789 0.9331 -0.492
C -0.5364 -0.9463 1.3493 -0.248
N 0.0162 -2.6771 -1.6136 -0.579
N -0.1354 -1.6987 0.3450 0.214
S -1.4686 0.4454 1.1215 -0.013
H 1.2813 -4.3323 -0.9422 0.365
H 1.2979 -3.0561 1.3382 0.430
H -1.2064 -1.0598 -1.3050 0.458
H -3.7316 2.6372 -0.9426 0.242
H -3.5735 1.8978 0.8813 0.186
H -1.6541 1.0011 -1.3497 0.376
H 1.1840 1.9135 -0.5858 0.139
H 2.2523 3.4223 -0.1926 0.218
H 3.3904 2.3033 1.4318 0.240
H 2.5331 0.7509 1.3380 0.191


185
Properties=species:S:1:pos:R:3:mulliken_spin:R:1 method="wB97M-V/def2-TZVPD" lumo_energy_ev="0.20 / -0.97" multiplicity=7
Mn 0.0078 -2.7370 3.0023 6.474
C 0.5749 -0.3098 -0.4235 0.042
C -0.5613 -0.3208 0.5350 -0.130
O -0.4215 -1.0823 1.7216 -0.350
H 0.3428 0.3151 -1.2859 -0.005
H 0.8509 -1.3146 -0.7431 -0.010
H 1.4339 0.2095 0.0014 0.005
H -1.4023 -0.7038 -0.0430 0.021
H -0.7533 0.7312 0.7459 0.006
C 0.7117 -5.0543 -4.2444 0.000
O -0.2570 -5.4067 -3.3324 0.000
C -0.3031 -4.6249 -2.1400 0.002
C 0.8553 -4.9735 -1.1266 -0.110
O 2.0922 -4.5772 -1.6464 -0.005
C 3.0053 -3.9492 -0.6795 0.007
H 0.7243 -3.9853 -4.4570 0.000
H 0.5788 -5.5657 -5.1978 0.000
H 1.7205 -5.3312 -3.9383 0.000
H -1.2226 -4.9294 -1.6401 0.001
H -0.3473 -3.5888 -2.4756 0.000
H 0.8006 -6.0312 -0.8690 -0.008
H 0.6634 -4.4413 -0.1949 0.115
H 2.5611 -3.0844 -0.1868 0.004
H 3.9253 -3.7214 -1.2180 0.002
H 3.2177 -4.6750 0.1055 0.000
C 3.0392 4.1957 -6.9389 0.000
O 4.0915 3.2960 -6.6186 0.000
C 4.0995 2.9047 -5.2633 0.000
C 2.9491 1.9553 -4.8824 0.000
O 1.6549 2.6076 -4.7870 0.000
C 0.5668 1.6344 -4.6642 0.000
H 2.0222 3.8197 -6.8270 0.000
H 3.1668 4.4351 -7.9946 0.000
H 3.1366 5.1775 -6.4756 0.000
H 4.2075 3.7396 -4.5709 0.000
H 5.0118 2.3218 -5.1370 0.000
H 3.1064 1.5523 -3.8820 0.000
H 2.9072 1.0999 -5.5567 0.000
H 0.8365 0.9150 -3.8910 0.000
H 0.3396 0.9928 -5.5155 0.000
H -0.3693 2.1091 -4.3700 0.000
C -4.7755 -2.4396 6.7654 0.001
O -4.7017 -2.2384 5.3653 0.003
C -3.5875 -1.4428 4.9511 -0.032
C -3.7457 -1.0247 3.4761 0.002
O -4.8136 -0.1785 3.0494 0.003
C -6.0845 -0.7584 3.2500 0.001
H -5.6887 -2.9915 6.9878 0.000
H -4.8522 -1.4963 7.3060 0.000
H -3.9841 -3.0570 7.1904 -0.001
H -2.6987 -2.0175 5.2114 0.061
H -3.4532 -0.5103 5.4993 -0.002
H -3.7449 -1.9955 2.9804 0.005
H -2.8666 -0.4515 3.1818 0.002
H -6.1790 -1.7767 2.8729 0.000
H -6.8872 -0.1398 2.8486 0.000
H -6.2836 -0.9324 4.3075 0.000
C -5.8955 3.8174 3.2336 0.000
O -4.7005 3.6148 2.4550 0.000
C -4.8436 2.9532 1.2227 0.000
C -3.4375 2.9102 0.6186 0.001
O -2.9921 4.1652 0.0956 0.000
C -1.8083 4.1192 -0.6538 0.000
H -6.7078 4.3068 2.6963 0.000
H -5.7923 4.4428 4.1204 0.000
H -6.2342 2.9086 3.7310 0.000
H -5.4961 3.5074 0.5480 0.000
H -5.2205 1.9337 1.3040 0.000
H -3.4752 2.2839 -0.2727 0.000
H -2.7889 2.3793 1.3154 -0.001
H -1.5137 5.1685 -0.6689 0.000
H -2.0177 3.8493 -1.6889 0.000
H -1.0039 3.5056 -0.2481 0.001
C -2.3810 -4.0940 1.5677 -0.033
O -1.7755 -3.8838 2.8364 -0.248
C -2.2464 -4.6781 3.9045 -0.002
C -2.2005 -6.2485 3.6845 0.029
O -3.2510 -6.7795 2.9380 0.001
C -3.1691 -8.2205 2.8653 0.001
H -3.4134 -4.4422 1.5991 0.003
H -1.8155 -4.8875 1.0792 0.005
H -2.1812 -3.1287 1.1025 0.035
H -3.2633 -4.3344 4.0942 0.008
H -1.6048 -4.4564 4.7574 0.023
H -2.2602 -6.6779 4.6846 0.001
H -1.2073 -6.5305 3.3350 0.016
H -4.0938 -8.7076 2.5558 0.000
H -3.0135 -8.5584 3.8899 0.000
H -2.3730 -8.5878 2.2176 0.000
C 3.3186 2.8158 -0.5458 0.000
O 3.7647 3.9497 0.1553 0.000
C 5.0472 4.4271 -0.3143 0.000
C 5.6757 5.6336 0.3859 0.000
O 5.6024 5.5744 1.8592 0.000
C 6.0145 6.7813 2.5410 0.000
H 3.1528 2.9420 -1.6157 0.000
H 2.3890 2.4539 -0.1066 0.000
H 4.0383 2.0222 -0.3450 0.000
H 4.9903 4.7587 -1.3511 0.000
H 5.8372 3.6893 -0.4542 0.000
H 5.2376 6.5224 -0.0682 0.000
H 6.7531 5.7164 0.2427 0.000
H 5.6822 7.7392 2.1411 0.000
H 7.0964 6.7230 2.6602 0.000
H 5.6635 6.7943 3.5729 0.000
C -9.2221 -3.1823 -3.0784 0.000
O -8.0267 -2.9523 -2.3577 0.000
C -8.0358 -2.8438 -0.9313 0.000
C -6.5789 -2.5740 -0.3953 0.000
O -5.8564 -1.3623 -0.7938 0.000
C -4.5555 -1.3059 -0.2521 0.001
H -8.9509 -3.2782 -4.1297 0.000
H -10.0884 -2.5306 -2.9649 0.000
H -9.5730 -4.1863 -2.8401 0.000
H -8.3201 -3.8439 -0.6042 0.000
H -8.7152 -2.1239 -0.4747 0.000
H -6.0527 -3.4714 -0.7207 0.000
H -6.5036 -2.7121 0.6833 0.000
H -4.4576 -1.0818 0.8101 -0.001
H -4.0911 -0.4510 -0.7436 0.000
H -4.0054 -2.2338 -0.4087 0.001
C 3.4234 -1.7066 2.3091 0.022
O 4.5873 -0.8608 2.3893 0.036
C 5.4436 -1.1697 3.4510 0.001
C 6.8545 -0.3947 3.4794 0.001
O 6.8166 1.0656 3.6251 0.000
C 6.4397 1.8121 2.4578 0.000
H 3.6584 -2.7451 2.5427 -0.021
H 2.9640 -1.6309 1.3236 -0.044
H 2.6406 -1.4118 3.0079 0.042
H 5.7555 -2.2140 3.4317 -0.001
H 4.9363 -0.9844 4.3978 -0.001
H 7.4041 -0.4637 2.5406 0.000
H 7.5167 -0.8530 4.2139 0.000
H 6.2697 2.8832 2.5679 0.000
H 5.5042 1.4422 2.0382 0.000
H 7.1194 1.6832 1.6156 0.000
C 7.5330 2.9335 -3.1430 0.000
O 6.7264 1.9347 -2.4785 0.000
C 6.7608 0.6230 -2.9265 0.000
C 5.7662 -0.3192 -2.1945 0.000
O 4.4381 0.0545 -2.5963 0.000
C 3.5212 -0.8650 -2.0283 0.002
H 6.9771 3.1980 -4.0425 0.000
H 8.5049 2.5532 -3.4574 0.000
H 7.6319 3.8204 -2.5172 0.000
H 7.7744 0.2254 -2.8738 0.000
H 6.5068 0.7362 -3.9805 0.000
H 5.8993 -0.1637 -1.1239 0.000
H 5.9760 -1.3617 -2.4339 0.000
H 3.3424 -0.6560 -0.9736 -0.003
H 3.7020 -1.9202 -2.2328 0.000
H 2.5908 -0.6229 -2.5420 -0.001
C -1.7164 1.9841 5.0298 -0.003
O -0.4508 2.5710 4.6546 0.000
C 0.2402 1.7683 3.7225 -0.075
C 1.7196 2.0208 3.8854 -0.001
O 1.9670 3.4344 3.9548 0.001
C 3.3652 3.8011 3.7880 0.000
H -2.3066 1.9239 4.1154 0.001
H -2.2678 2.5946 5.7450 0.000
H -1.5765 1.0014 5.4802 0.001
H -0.0934 1.9032 2.6936 0.000
H 0.1424 0.6864 3.8118 0.097
H 2.2376 1.5888 3.0291 0.002
H 2.1306 1.4859 4.7416 -0.001
H 3.7867 3.3919 2.8699 0.000
H 4.0074 3.3823 4.5629 0.000
H 3.4563 4.8806 3.6676 0.000
C -1.7959 -0.6975 -3.5340 0.000
O -2.1897 0.6465 -3.3361 0.000
C -3.4336 1.0429 -4.0184 0.000
C -3.3390 1.2673 -5.5075 0.000
O -2.4065 2.2623 -5.9405 0.000
C -2.5616 2.7253 -7.2842 0.000
H -0.7733 -0.8162 -3.1757 0.000
H -1.7712 -1.0338 -4.5705 0.000
H -2.3113 -1.4216 -2.9031 0.000
H -3.7047 1.9567 -3.4896 0.000
H -4.2768 0.4098 -3.7423 0.000
H -4.3506 1.5254 -5.8209 0.000
H -3.0695 0.3175 -5.9694 0.000
H -3.6197 2.9637 -7.3923 0.000
H -2.2748 1.9583 -8.0035 0.000
H -2.0192 3.6397 -7.5249 0.000


46
Properties=species:S:1:pos:R:3:mulliken_charge:R:1 method="wB97M-V/def2-TZVPD" lumo_energy_ev=-3.50 total_charge=+1
Tl -1.6232 1.7533 -2.1071 0.833
Se 5.5524 1.5579 1.9664 0.307
N 3.9499 2.1677 2.3952 -0.835
C 3.1791 1.9506 1.3630 0.837
C 1.7726 2.3318 1.3143 0.864
C 1.1346 2.9597 2.3839 -0.540
C -0.1923 3.3026 2.2672 -0.828
C -0.8493 3.0010 1.0794 -0.398
N -0.2598 2.3943 0.0577 -0.257
C 1.0376 2.0596 0.1576 -0.517
C 1.6682 1.3847 -0.9964 -0.619
N 0.9050 1.1418 -2.0736 -0.289
C 1.4395 0.5265 -3.1200 -0.281
C 2.7661 0.1116 -3.1599 -0.758
C 3.5592 0.3552 -2.0628 -0.488
C 3.0119 1.0048 -0.9571 1.029
C 3.7924 1.2949 0.2393 0.749
N 5.0550 0.9865 0.3696 -0.830
H 1.7007 3.1685 3.2826 0.538
H -0.7204 3.7973 3.0708 0.456
H -1.8923 3.2683 0.9431 0.490
H 0.7818 0.3586 -3.9668 0.411
H 3.1545 -0.3855 -4.0384 0.453
H 4.6002 0.0595 -2.0353 0.539
C -3.7674 -2.4329 -1.7800 -1.307
C -2.3926 -2.5517 -1.1198 -0.498
P -1.6959 -0.9234 -0.6296 0.089
C -0.0800 -1.3644 0.1557 0.089
C 0.0871 -2.7674 0.7430 -1.507
C -2.7793 -0.4018 0.7688 -0.292
C -2.8354 -1.2886 2.0113 -1.352
H -4.1207 -3.4127 -2.1011 0.385
H -3.7324 -1.7857 -2.6579 0.314
H -4.5095 -2.0289 -1.0903 0.307
H -1.6793 -3.0037 -1.8123 0.400
H -2.4363 -3.1943 -0.2406 0.403
H 0.1018 -0.6023 0.9214 0.295
H 0.6792 -1.2088 -0.6158 0.095
H -0.6526 -2.9928 1.5083 0.308
H 1.0744 -2.8528 1.1997 0.450
H 0.0182 -3.5329 -0.0293 0.313
H -3.7771 -0.2869 0.3375 0.508
H -2.4555 0.6057 1.0490 0.138
H -3.1722 -2.2988 1.7760 0.296
H -3.5356 -0.8711 2.7362 0.418
H -1.8619 -1.3549 2.4970 0.282


17
Properties=species:S:1:pos:R:3:mulliken_spin:R:1 method="wB97M-V/def2-TZVPD" lumo_energy_ev="-12.11 / -12.12" total_charge=+2 multiplicity=2
C 1.2032 1.1517 0.4944 0.004
C -0.1158 0.7471 1.1330 0.082
C -2.4018 1.6024 0.9420 -0.049
N -1.2484 1.4864 0.4692 0.806
H 2.0497 0.7306 1.0493 0.000
H 1.2142 0.6897 -0.4943 -0.001
H 1.3682 2.2333 0.4346 -0.002
H -0.2292 0.7717 2.2367 0.036
H -0.2880 -0.2488 0.7887 -0.001
H -2.6522 1.4159 1.9859 0.062
H -3.1752 1.9561 0.2108 0.062
C 0.9917 -2.4232 -1.6252 0.000
N 0.2578 -1.4898 -0.9232 0.000
H 0.6023 -2.8702 -2.5375 0.000
H 1.4235 -3.2180 -1.0160 0.000
H -0.5227 -1.1719 -1.5267 0.000
H 1.5228 -1.3631 -1.6217 0.000


14
Properties=species:S:1:pos:R:3:mulliken_charge:R:1 method="wB97M-V/def2-TZVPD" lumo_energy_ev=0.85 smiles="CC1=CNC(=O)C1"
C -1.8069 0.7030 -0.4916 -1.134
C -0.5367 0.1650 0.0901 0.470
C 0.4210 0.9220 0.6266 -0.567
N 1.6388 0.2299 0.7330 -0.090
C 1.5968 -0.9267 -0.0590 0.206
O 2.5497 -1.5667 -0.4351 -0.585
C 0.0633 -1.2038 -0.1252 -0.347
H -1.8502 0.4649 -1.5627 0.284
H -1.8013 1.7963 -0.4102 0.327
H -2.7287 0.3302 -0.0334 0.273
H 0.3723 1.9770 0.8638 0.376
H 2.4911 0.7167 0.9646 0.253
H -0.0238 -1.8263 0.7780 0.189
H -0.3855 -1.7815 -0.9388 0.343